{"formula": "C49H44Cl4F4O8", "method": "ωB97M-V/def2-TZVPD", "species": ["Cl", "C", "Cl", "Cl", "Cl", "O", "C", "C", "C", "C", "O", "C", "C", "H", "H", "H", "H", "H", "H", "O", "C", "C", "C", "C", "O", "C", "C", "H", "H", "H", "H", "H", "H", "O", "C", "C", "C", "C", "O", "C", "C", "H", "H", "H", "H", "H", "H", "O", "C", "C", "C", "C", "O", "C", "C", "H", "H", "H", "H", "H", "H", "F", "C", "C", "C", "C", "C", "C", "H", "H", "H", "H", "H", "F", "C", "C", "C", "C", "C", "C", "H", "H", "H", "H", "H", "F", "C", "C", "C", "C", "C", "C", "H", "H", "H", "H", "H", "F", "C", "C", "C", "C", "C", "C", "H", "H", "H", "H", "H"], "xyz": [[-2.012307, 8.539887, 4.417016], [-1.591787, 7.238157, 3.229806], [-1.092017, 7.861317, 1.611356], [-0.318467, 6.144447, 3.876906], [-3.024537, 6.248867, 2.946766], [-11.180327, -3.411253, -1.295604], [-9.783357, -3.532623, -1.031944], [-9.266827, -4.790283, -0.626854], [-7.922227, -4.834303, -0.302614], [-7.083247, -3.761893, -0.498474], [-5.741317, -3.874223, -0.449894], [-7.618127, -2.532693, -0.832664], [-9.014027, -2.381253, -1.106644], [-11.660827, -4.236133, -1.194074], [-9.900747, -5.653273, -0.486204], [-7.567867, -5.826363, -0.064614], [-5.357807, -4.737203, -0.622484], [-7.007577, -1.652923, -0.972774], [-9.487987, -1.504903, -1.523494], [2.480693, -4.074593, -3.660344], [1.474663, -4.679413, -3.047724], [1.675213, -5.333873, -1.809134], [0.603433, -5.837923, -1.027064], [-0.636997, -5.714793, -1.594954], [-1.722357, -6.201523, -0.973424], [-0.862557, -5.068483, -2.757324], [0.146503, -4.559013, -3.476034], [2.383403, -3.900323, -4.599364], [2.669693, -5.279343, -1.391494], [0.654993, -6.295163, -0.049984], [-1.495057, -6.944433, -0.409494], [-1.851827, -5.036303, -3.189414], [-0.067327, -4.178493, -4.463904], [1.340773, 2.265087, -1.858314], [0.249823, 1.637647, -1.246704], [-0.510007, 2.308997, -0.252924], [-1.493067, 1.589607, 0.411546], [-1.698787, 0.236957, 0.147836], [-2.564167, -0.491423, 1.013316], [-0.941687, -0.375623, -0.787594], [-0.031877, 0.286157, -1.555724], [1.397923, 1.909247, -2.748104], [-0.433177, 3.302147, 0.164396], [-2.019327, 1.978587, 1.270696], [-3.123377, -1.064703, 0.483946], [-1.061047, -1.441883, -0.911114], [0.534773, -0.225213, -2.319794], [3.920443, 5.123497, -0.025504], [5.229773, 5.375737, 0.063736], [6.108403, 4.907047, -0.900234], [7.463013, 5.217877, -0.808644], [7.882713, 5.850407, 0.348036], [9.261823, 6.069117, 0.565936], [7.021633, 6.254107, 1.339596], [5.671353, 6.065847, 1.200206], [3.630853, 4.478747, -0.675144], [5.602403, 4.400327, -1.708694], [8.091773, 4.844017, -1.603184], [9.489283, 6.654207, 1.292246], [7.226773, 6.725877, 2.289196], [4.932923, 6.305367, 1.951046], [-6.154327, -2.752993, 9.347306], [-5.950067, -2.747493, 7.978276], [-6.533167, -3.717863, 7.096406], [-6.532707, -3.590513, 5.732936], [-5.884057, -2.423533, 5.248186], [-5.240307, -1.436203, 6.020616], [-5.262487, -1.634563, 7.406916], [-6.970207, -4.566713, 7.601246], [-6.956437, -4.360353, 5.105086], [-6.047327, -2.347073, 4.183336], [-4.632087, -0.655193, 5.588766], [-4.799407, -0.876073, 8.020636], [7.990053, 0.419987, 1.793686], [7.502593, 0.206597, 0.497966], [8.331663, 0.302177, -0.658094], [7.748433, -0.108603, -1.899714], [6.492303, -0.662053, -1.946084], [5.699963, -0.745443, -0.746664], [6.190883, -0.240953, 0.448296], [9.327063, 0.719637, -0.621974], [8.337733, -0.038503, -2.802044], [6.007993, -0.926153, -2.874574], [4.697143, -1.130723, -0.857734], [5.680223, -0.370333, 1.391106], [2.866403, 2.428087, -6.587904], [2.243073, 3.172447, -7.519884], [1.416763, 2.534827, -8.466804], [0.743493, 3.314987, -9.409554], [0.861963, 4.703427, -9.387394], [1.774153, 5.330117, -8.479994], [2.454193, 4.553357, -7.563234], [1.197813, 1.482747, -8.359084], [0.154343, 2.921507, -10.224704], [0.162583, 5.241557, -10.010054], [1.847153, 6.402997, -8.579934], [3.291863, 4.907377, -6.980674], [0.400403, -2.723413, 7.424626], [0.475563, -1.957393, 6.364686], [1.129453, -2.432333, 5.242666], [1.221253, -1.700963, 4.075826], [0.823653, -0.353073, 4.104556], [0.234603, 0.150347, 5.212476], [0.033693, -0.649483, 6.364496], [1.487093, -3.448923, 5.171716], [1.653083, -1.938153, 3.114746], [1.000503, 0.342157, 3.297226], [-0.054037, 1.190547, 5.179546], [-0.463507, -0.177273, 7.198886]], "atomic_forces_ev_per_a": [[0.6, -0.7, -0.9], [0.0, -0.2, -0.2], [0.0, 0.1, 1.1], [-0.3, 0.8, -0.2], [-0.2, 0.0, 0.1], [1.5, 0.6, 0.0], [-2.1, -1.2, 0.4], [0.1, 2.2, 0.1], [-0.8, -1.4, -0.6], [-0.4, 0.1, -0.4], [1.4, 0.7, 0.4], [-1.7, 0.9, -0.6], [1.2, -1.7, 0.1], [0.4, -0.2, 0.1], [-0.1, 0.0, -0.1], [0.6, 0.0, 0.3], [-0.6, -0.2, 0.1], [0.4, -0.2, 0.0], [0.3, 0.3, 0.3], [2.2, 0.5, -0.3], [-2.3, -0.9, 1.8], [0.0, 0.6, 0.3], [1.0, 0.8, -1.7], [0.0, -0.5, 1.4], [-1.6, -0.7, 0.7], [-1.5, 0.0, -1.1], [1.9, 0.3, -1.4], [-0.5, -0.2, 0.0], [0.2, -0.3, 0.0], [0.6, 0.0, 0.0], [0.1, 0.0, 0.1], [-0.2, 0.0, 0.3], [0.1, 0.4, -0.1], [-1.0, 0.0, 0.4], [0.0, 0.2, 0.1], [-0.1, -1.0, -0.1], [0.0, -1.1, 0.3], [-1.1, 0.5, 2.0], [0.8, 1.0, -0.9], [-0.4, -1.9, -0.8], [0.9, 2.0, 0.3], [0.2, 0.0, -0.1], [0.8, 0.3, -0.8], [-0.1, 0.4, -0.1], [0.0, -0.2, -0.1], [-0.1, -0.2, -0.2], [0.1, -0.1, 0.0], [-1.9, 0.2, 0.5], [0.7, -0.3, 0.2], [-0.5, 0.9, 0.5], [-0.7, -0.7, 0.1], [2.6, 0.8, 0.8], [-0.3, -0.7, -1.2], [-1.5, 0.4, 0.6], [-0.7, -1.1, -1.2], [0.5, -0.1, -0.2], [0.6, -0.2, -0.4], [0.5, 0.3, 0.3], [-0.7, 0.0, 0.1], [1.2, 0.1, -0.1], [0.1, 0.2, 0.1], [0.4, -0.5, -1.7], [0.0, 1.3, -1.9], [0.3, 0.2, 3.1], [1.5, 2.0, 0.8], [-0.9, -0.5, -1.0], [-0.6, -2.4, 0.3], [-0.7, -0.7, 0.6], [-0.3, -0.2, -0.1], [0.0, 0.2, -0.2], [0.7, 0.6, -0.3], [-0.3, 0.2, -0.1], [0.0, -0.1, 0.4], [-0.2, 0.2, -1.9], [1.3, -0.2, -0.1], [-1.9, -0.2, 0.5], [0.9, 0.2, 1.4], [-1.4, 0.3, 1.7], [1.0, 0.7, -1.6], [0.4, -0.9, -0.2], [0.0, -0.1, 0.2], [0.1, 0.1, 0.0], [0.2, -0.2, -0.1], [-0.1, -0.1, 0.3], [-0.2, 0.2, 0.0], [0.0, 0.1, 0.0], [-1.1, 0.1, -1.5], [0.1, 0.5, 0.9], [0.5, 0.8, 0.2], [0.7, -0.2, 1.2], [-1.7, -0.8, -1.4], [0.8, -0.8, -0.1], [0.3, -0.2, -0.2], [-0.2, -0.5, 0.3], [0.4, 0.4, -0.2], [0.4, 0.1, 0.4], [-0.3, 0.4, 0.4], [-0.3, -0.7, 1.2], [0.6, 1.7, -1.4], [0.0, -1.4, -1.4], [0.0, 2.3, 0.0], [0.3, -0.6, -0.5], [-0.5, -0.2, 1.5], [-0.3, 0.9, -0.5], [0.0, -0.2, 0.5], [0.3, -1.1, 0.3], [0.0, -0.3, -0.4], [-0.2, 0.1, 0.4], [0.0, -0.3, 0.3]], "lowdin_charge": [0.4971, -1.9759, 0.4909, 0.4882, 0.4962, 0.0003, -0.2813, -0.0183, -0.0386, -0.3612, 0.0470, 0.0041, 0.0022, 0.0850, 0.1099, 0.1136, 0.1091, 0.1121, 0.1158, 0.0610, -0.3459, 0.0112, 0.0012, -0.3882, 0.0495, -0.0471, -0.0310, 0.1142, 0.1091, 0.1167, 0.1051, 0.1280, 0.1166, 0.0149, -0.2715, 0.0015, -0.0219, -0.3026, 0.0136, -0.0547, -0.0191, 0.0896, 0.1119, 0.1172, 0.0895, 0.1210, 0.1136, 0.0514, -0.3514, -0.0195, -0.0059, -0.2966, 0.0064, -0.0393, -0.0094, 0.1037, 0.1139, 0.1166, 0.0897, 0.1177, 0.1191, 0.0203, -0.2107, -0.0419, -0.0848, -0.0925, -0.0725, -0.0233, 0.1058, 0.1043, 0.0893, 0.1017, 0.1045, 0.0068, -0.2264, 0.0077, -0.0965, -0.0964, -0.0654, -0.0355, 0.1047, 0.0976, 0.0934, 0.0959, 0.1149, 0.0511, -0.2757, -0.0132, -0.0944, -0.0875, -0.0689, -0.0299, 0.1083, 0.1009, 0.0952, 0.1000, 0.1142, 0.0961, -0.3199, -0.0236, -0.0689, -0.1133, -0.0952, -0.0003, 0.1132, 0.1028, 0.1009, 0.1017, 0.1095], "smiles": "ClC(Cl)(Cl)Cl.Oc1ccc(O)cc1.Oc1ccc(O)cc1.Oc1ccc(O)cc1.Oc1ccc(O)cc1.Fc1ccccc1.Fc1ccccc1.Fc1ccccc1.Fc1ccccc1", "energy_ha": -4735.56850, "spin_multiplicity": 1, "homo_ev": -7.83}

---

{"formula": "C49H44KN10O4PSe", "method": "ωB97M-V/def2-TZVPD", "species": ["K", "C", "N", "C", "C", "N", "C", "C", "C", "C", "C", "C", "N", "C", "N", "C", "C", "C", "C", "C", "C", "N", "H", "H", "H", "H", "H", "H", "H", "H", "H", "H", "H", "H", "H", "H", "H", "O", "N", "C", "C", "C", "C", "C", "C", "C", "P", "C", "C", "C", "C", "C", "C", "C", "C", "C", "C", "C", "C", "H", "H", "H", "H", "H", "H", "H", "H", "H", "H", "H", "H", "H", "H", "H", "H", "O", "C", "O", "C", "C", "C", "C", "C", "C", "H", "H", "H", "H", "H", "C", "C", "N", "O", "H", "H", "H", "H", "H", "Se", "N", "C", "C", "C", "C", "N", "C", "N", "H", "H", "H"], "xyz": [[-0.938163, -0.472481, -0.010470], [-4.002281, -0.900290, 1.273817], [-3.238734, -1.831001, 0.458887], [-2.958477, -3.149212, 1.000857], [-1.832807, -3.195283, 1.988154], [-0.662184, -2.627280, 1.892445], [0.028530, -3.051029, 3.021851], [1.317695, -2.747870, 3.458140], [1.771459, -3.346199, 4.617817], [0.966705, -4.228848, 5.352926], [-0.320636, -4.527393, 4.950806], [-0.764949, -3.921027, 3.780662], [-1.961522, -3.975771, 3.103405], [-3.214714, -0.051788, 2.237939], [-1.925295, 0.039917, 2.350495], [-1.705190, 1.015391, 3.309925], [-0.499977, 1.522882, 3.789099], [-0.560041, 2.528815, 4.735244], [-1.791337, 3.016369, 5.199981], [-2.994930, 2.517478, 4.736284], [-2.925633, 1.509258, 3.781808], [-3.882695, 0.789179, 3.091211], [-4.795760, -1.411093, 1.843908], [-4.479590, -0.196290, 0.587637], [-3.700631, -1.930086, -0.433173], [-2.662749, -3.793269, 0.167939], [-3.852841, -3.594703, 1.465150], [1.942016, -2.068128, 2.898711], [2.771530, -3.126902, 4.970095], [1.358820, -4.674875, 6.258117], [-0.950596, -5.197029, 5.522935], [-2.758910, -4.547444, 3.316713], [0.445969, 1.142544, 3.421252], [0.356201, 2.952235, 5.126326], [-1.799875, 3.806711, 5.939806], [-3.936378, 2.906602, 5.102789], [-4.876170, 0.934103, 3.112693], [2.493659, -2.471210, 0.477974], [2.379394, -1.083987, 0.583003], [3.330159, -0.618648, 1.285771], [3.542717, 0.792280, 1.629329], [4.553230, 1.004042, 2.570491], [4.857463, 2.270861, 3.042103], [4.144722, 3.354055, 2.558101], [3.151987, 3.160315, 1.606324], [2.828570, 1.895082, 1.121685], [1.469523, 1.656055, -0.085617], [0.903679, 3.341306, -0.444985], [1.277099, 4.097325, -1.549563], [0.693035, 5.335840, -1.782913], [-0.265760, 5.831623, -0.912945], [-0.653165, 5.078680, 0.189412], [-0.082522, 3.835624, 0.412013], [2.456512, 1.158821, -1.540862], [3.718081, 1.693371, -1.799650], [4.475821, 1.243411, -2.871885], [3.983902, 0.239409, -3.692717], [2.732363, -0.304901, -3.440272], [1.972811, 0.152900, -2.373500], [1.605355, -2.727354, 0.189215], [4.049026, -1.331776, 1.693511], [5.104845, 0.149287, 2.944778], [5.642245, 2.401370, 3.775667], [4.359828, 4.357418, 2.904148], [2.619027, 4.023262, 1.229790], [2.014660, 3.718039, -2.245119], [0.984523, 5.913083, -2.651838], [-0.720991, 6.796995, -1.096875], [-1.416038, 5.443377, 0.866008], [-0.426481, 3.234948, 1.248401], [4.118740, 2.456970, -1.141479], [5.452511, 1.672709, -3.057319], [4.577933, -0.119624, -4.524334], [2.341351, -1.093550, -4.072766], [0.991710, -0.274326, -2.209962], [-2.579732, 1.391490, -0.432113], [-2.136635, 1.497455, -1.588456], [-0.961829, 1.221522, -1.962530], [-3.069110, 1.990461, -2.674875], [-3.633091, 1.098611, -3.579219], [-4.472433, 1.559793, -4.584366], [-4.740779, 2.916441, -4.701089], [-4.169000, 3.810008, -3.805236], [-3.340114, 3.348845, -2.792351], [-3.393903, 0.042161, -3.510933], [-4.909528, 0.855502, -5.282101], [-5.391556, 3.276467, -5.488215], [-4.370029, 4.870888, -3.894452], [-2.895713, 4.044560, -2.088893], [-0.163429, -1.335387, -6.156453], [-0.541719, -0.834850, -4.778230], [-0.503043, 0.489274, -4.592907], [-0.905996, -1.616885, -3.900956], [-1.028377, -1.239163, -6.815723], [0.105924, -2.386858, -6.096240], [0.657805, -0.768208, -6.596582], [-0.100010, 1.077313, -5.298897], [-0.670622, 0.860931, -3.648253], [1.292238, -6.467452, 1.819969], [2.504699, -6.252394, 0.522839], [1.939763, -5.484171, -0.377230], [2.570003, -5.051904, -1.590485], [1.846596, -4.262501, -2.407571], [0.504465, -3.859719, -2.039715], [-0.108779, -4.207506, -0.950159], [0.584662, -5.055270, -0.109680], [0.041909, -5.495888, 0.999630], [3.586978, -5.357658, -1.795097], [2.244335, -3.881936, -3.338619], [-0.021332, -3.193242, -2.720119]], "atomic_forces_ev_per_a": [[0.9, -0.6, -0.1], [-0.1, 0.0, 0.1], [0.0, 0.1, 0.0], [-0.1, 0.0, -0.1], [0.1, 0.0, 0.0], [-0.2, -0.2, 0.1], [0.1, 0.0, 0.0], [0.0, 0.0, 0.0], [0.0, 0.0, 0.0], [0.1, 0.0, 0.0], [0.0, 0.0, 0.0], [0.0, 0.0, 0.1], [-0.1, 0.1, 0.0], [0.0, -0.1, 0.0], [-0.2, 0.0, 0.2], [0.1, 0.0, 0.0], [0.0, 0.0, 0.0], [0.0, 0.0, 0.0], [0.1, 0.0, 0.0], [0.0, 0.0, 0.0], [0.0, 0.1, 0.0], [0.0, 0.0, 0.0], [0.0, 0.0, 0.0], [0.0, 0.0, 0.0], [0.1, 0.0, 0.0], [0.0, 0.0, 0.0], [0.0, 0.0, 0.1], [0.0, 0.0, 0.0], [0.0, 0.0, 0.0], [0.0, 0.0, 0.0], [0.0, 0.0, 0.0], [0.0, 0.0, 0.0], [0.0, 0.0, 0.0], [0.0, 0.0, 0.0], [0.0, 0.0, 0.0], [0.0, 0.0, 0.0], [0.0, 0.0, 0.0], [-0.2, 0.1, 0.0], [0.0, 0.2, 0.1], [0.0, -0.2, -0.1], [0.1, 0.0, 0.1], [0.0, 0.1, 0.0], [0.0, -0.1, 0.0], [0.0, 0.0, 0.0], [0.0, 0.0, 0.0], [0.0, 0.2, 0.0], [-0.2, -0.4, 0.2], [-0.1, 0.1, 0.0], [0.0, 0.1, 0.0], [0.0, 0.0, 0.0], [0.0, 0.0, 0.1], [0.0, 0.0, 0.0], [0.0, 0.1, 0.0], [0.1, 0.0, -0.1], [0.0, 0.0, 0.0], [0.0, 0.1, 0.1], [0.0, 0.0, 0.0], [0.0, 0.0, 0.0], [0.0, 0.0, -0.1], [0.1, 0.0, 0.0], [0.0, 0.1, 0.0], [0.0, 0.0, 0.0], [0.0, 0.0, 0.0], [0.0, 0.0, 0.0], [0.0, 0.0, 0.0], [0.0, 0.0, 0.0], [0.0, 0.0, 0.0], [0.0, 0.0, 0.0], [0.0, 0.0, 0.0], [0.0, 0.0, 0.0], [0.0, 0.0, 0.0], [0.0, 0.0, 0.0], [0.0, 0.0, 0.0], [0.0, 0.0, 0.0], [0.0, 0.0, 0.1], [-0.3, 0.2, 0.1], [-0.2, 0.4, -0.5], [0.1, 0.0, -0.1], [0.0, 0.1, 0.1], [0.0, 0.0, 0.0], [0.0, 0.0, 0.0], [0.0, 0.0, 0.0], [0.0, 0.0, 0.0], [0.0, 0.0, 0.0], [0.0, 0.0, 0.0], [0.0, 0.0, 0.0], [0.0, 0.0, 0.0], [0.0, 0.0, 0.0], [0.0, 0.0, 0.0], [0.0, 0.0, -0.1], [-0.1, -0.1, -0.1], [0.2, -0.1, -0.1], [0.1, -0.1, 0.1], [0.0, 0.0, 0.0], [0.0, 0.0, 0.0], [0.0, 0.0, 0.0], [0.0, 0.0, 0.0], [-0.1, 0.1, 0.1], [0.0, 0.2, -0.4], [-0.1, -0.1, 0.4], [0.1, 0.0, -0.1], [0.0, 0.0, 0.1], [-0.2, 0.1, 0.0], [0.2, 0.1, -0.1], [-0.1, -0.1, 0.0], [-0.1, 0.2, -0.2], [0.2, -0.2, 0.3], [0.0, 0.0, 0.0], [0.0, 0.0, 0.0], [-0.1, 0.0, 0.1]], "lowdin_charge": [0.6781, -0.1384, -0.0967, -0.1357, -0.3346, 0.1396, -0.2342, -0.0091, -0.0902, -0.1050, -0.0339, -0.2177, 0.1657, -0.3150, 0.1080, -0.2165, -0.0136, -0.0921, -0.1001, -0.0250, -0.1861, 0.1675, 0.1254, 0.1286, 0.1210, 0.1206, 0.1199, 0.0811, 0.0999, 0.0990, 0.1069, 0.1572, 0.1090, 0.0987, 0.0975, 0.1055, 0.1604, -0.0546, 0.0113, -0.1150, -0.2037, -0.0439, -0.0809, -0.0755, -0.0783, -0.3037, 1.0915, -0.3842, -0.0725, -0.0828, -0.0951, -0.0798, -0.1000, -0.3574, -0.0918, -0.0814, -0.0862, -0.0780, -0.0995, 0.0535, 0.1318, 0.1089, 0.1024, 0.1043, 0.0995, 0.0978, 0.1006, 0.0992, 0.1044, 0.0993, 0.1093, 0.1012, 0.1000, 0.0949, 0.0733, -0.0687, -0.6659, -0.1457, -0.1362, -0.0403, -0.0903, -0.1053, -0.0895, -0.0235, 0.1124, 0.0980, 0.0951, 0.0981, 0.1118, -0.0112, -0.6066, 0.1922, -0.0137, 0.0837, 0.0767, 0.0741, 0.1101, 0.0632, 1.1303, -0.2168, -0.4156, -0.0052, -0.0358, -0.1059, 0.1302, -0.4743, -0.1972, 0.1206, 0.1033, 0.0837], "energy_ha": -6084.99611, "spin_multiplicity": 1, "homo_ev": -7.73}

---

| no. | E_LUMO (eV) |
| --- | --- |
| 1 | 0.00 |
| 2 | -0.82 |